{
  "formula": "C25H35N16O2STi",
  "method": "wB97M-V/def2-TZVPD",
  "symbols": ["Ti", "O", "N", "C", "C", "C", "C", "C", "S", "H", "H", "H", "H", "C", "N", "C", "C", "O", "N", "C", "C", "H", "H", "H", "H", "H", "H", "H", "H", "H", "H", "H", "H", "N", "C", "N", "N", "C", "N", "H", "H", "H", "H", "C", "C", "N", "C", "C", "N", "C", "N", "N", "N", "C", "C", "C", "C", "C", "C", "H", "H", "H", "H", "H", "H", "H", "H", "H", "H", "H", "N", "C", "N", "N", "C", "N", "H", "H", "H", "H"],
  "positions_angstrom": [[1.28374, 0.30723, 0.41650], [3.12793, -0.12030, -0.12799], [3.97296, 0.87891, 0.20414], [5.10216, 0.58586, 0.85818], [5.94897, 1.57311, 1.28416], [5.61587, 2.89915, 1.00581], [4.46259, 3.18148, 0.32931], [3.58475, 2.15478, -0.07309], [2.08514, 2.36421, -0.87094], [5.27320, -0.47026, 1.00437], [6.84474, 1.31134, 1.82822], [6.26822, 3.70352, 1.32505], [4.17736, 4.19848, 0.09951], [3.19915, -4.13065, 0.73928], [2.76639, -3.87989, -0.63020], [2.30612, -5.07388, -1.33582], [2.07292, -2.68780, -0.82469], [1.56666, -2.08362, 0.14644], [2.00545, -2.23308, -2.08528], [2.86593, -2.71019, -3.16174], [1.32950, -0.97794, -2.37905], [4.08767, -4.76167, 0.71767], [2.43105, -4.64046, 1.33509], [3.44037, -3.19129, 1.22640], [1.65064, -5.67536, -0.69481], [3.15049, -5.70141, -1.62508], [1.75179, -4.80564, -2.23123], [3.63974, -3.36107, -2.76972], [3.34174, -1.85031, -3.63442], [2.29249, -3.24368, -3.92220], [0.72897, -0.67259, -1.53857], [0.68092, -1.08897, -3.24631], [2.05831, -0.19411, -2.56324], [1.11992, -2.14846, 3.93227], [1.34414, -1.14385, 4.80859], [1.15792, -1.43910, 6.11815], [1.73613, 0.04640, 4.48747], [1.83412, 0.48069, 3.25719], [1.91173, 0.94448, 2.19329], [0.42898, -2.82637, 4.21531], [1.00392, -1.85518, 2.97048], [1.37941, -2.38024, 6.39950], [1.50052, -0.72829, 6.74520], [-2.09070, 0.23481, -1.89180], [-1.81639, 1.19755, -0.78833], [-0.64502, 1.41055, -0.21081], [-0.85602, 2.38275, 0.75533], [-2.16160, 2.74279, 0.75108], [-2.75909, 1.98422, -0.23113], [-4.19676, 2.02120, -0.58821], [-4.49220, 2.76478, -1.72267], [-4.38082, 2.15492, -3.01073], [-4.80025, 3.11445, -3.87259], [-5.14622, 4.22935, -3.19845], [-5.65207, 5.47355, -3.65596], [-5.94567, 6.45662, -2.69993], [-5.75592, 6.25504, -1.34058], [-5.24130, 5.01384, -0.86095], [-4.95721, 4.04656, -1.80474], [-1.18037, 0.07984, -2.46395], [-2.85959, 0.63596, -2.55878], [-2.42410, -0.73093, -1.49685], [-0.05576, 2.74209, 1.37432], [-2.71240, 3.46519, 1.33101], [-4.71655, 2.44723, 0.26898], [-4.52968, 0.99371, -0.74225], [-5.80386, 5.64415, -4.71506], [-6.33531, 7.41521, -3.03016], [-5.99475, 7.04782, -0.64056], [-5.08159, 4.84498, 0.20111], [-0.65543, -4.12376, 1.59075], [-1.86828, -3.60700, 1.25743], [-2.87609, -4.49036, 1.04433], [-2.09316, -2.34738, 1.14759], [-1.11211, -1.47560, 1.24879], [-0.30166, -0.65192, 1.33906], [-0.50272, -5.07629, 1.29596], [0.13478, -3.50489, 1.38189], [-2.88701, -5.30163, 1.64313], [-3.77786, -4.04333, 0.96053]],
  "mulliken_charge": [0.067, -0.413, 0.155, -0.148, -0.884, -0.145, -0.880, 0.780, -0.436, 0.445, 0.407, 0.382, 0.448, -0.942, 0.079, -1.113, 0.137, 0.365, 0.302, -1.317, -0.665, 0.348, 0.268, 0.204, 0.319, 0.303, 0.375, 0.457, 0.374, 0.352, -0.308, 0.732, 0.407, -0.402, 0.531, -0.456, -0.769, 0.760, -0.200, 0.332, 0.006, 0.249, 0.279, -0.964, 0.617, 0.327, -0.593, -0.877, 0.294, -1.718, 0.719, -0.528, -0.941, 0.007, -0.731, -0.347, -0.725, -0.626, 1.509, -0.012, 0.515, 0.168, 0.558, 0.407, 0.542, 0.346, 0.382, 0.322, 0.340, 0.208, -0.391, 0.423, -0.460, -0.709, 0.696, -0.316, 0.313, -0.076, 0.251, 0.288],
  "total_energy_ha": -3247.8080,
  "e_above_lowest_ev": 6.016,
  "orbital_gap_ev": [2.20, 4.71],
  "s_squared": 0.782,
  "multiplicity": 2,
  "e_homo_ev": [-2.7, -5.2]
}